Molecular formula: C3H7FO2Yb
Method: DFT, wB97M-V/def2-TZVPD

Energy above the lowest of the compared OMol25 structures with the same formula, charge and spin = 0.197 eV
HOMO energy (spin up / spin down) = -12.53 / -12.41 eV
Calculated total energy = -41557.5391 eV
Total charge = +1
2S+1 = 2

CARTESIAN COORDINATES (ANGSTROEM)
1 Yb -0.75 -1.16 1.04
2 F -2.43 -1.63 2.59
3 O 1.27 -0.92 0.88
4 C 1.89 -0.15 -0.09
5 C 1.02 0.96 -0.71
6 O -0.05 0.50 -1.50
7 C -1.27 0.19 -0.77
8 H 2.26 -0.78 -0.93
9 H 2.79 0.37 0.32
10 H 1.67 1.57 -1.37
11 H 0.65 1.62 0.09
12 H -1.81 1.14 -0.56
13 H -3.33 -1.38 2.53
14 H -1.91 -0.32 -1.52

Molecular formula: C81H180F3O3P5S
Method: DFT, wB97M-V/def2-TZVPD

Energy above the lowest of the compared OMol25 structures with the same formula, charge and spin = 7.673 eV
HOMO energy = -12.85 eV
Calculated total energy = -158457.6050 eV
Total charge = +4

CARTESIAN COORDINATES (ANGSTROEM)
1 C 1.97 -0.44 -0.69
2 F 2.46 -0.22 0.55
3 F 2.59 -1.43 -1.28
4 F 0.70 -0.64 -0.55
5 S 2.12 1.19 -1.68
6 O 1.76 0.78 -3.04
7 O 1.25 2.21 -1.05
8 O 3.60 1.55 -1.62
9 C -1.45 2.49 3.86
10 C -0.05 2.32 4.53
11 C 1.00 3.33 4.12
12 C 0.65 4.72 4.61
13 P 2.21 5.86 4.52
14 C 2.76 6.11 6.25
15 C 1.74 6.80 7.24
16 C 2.46 7.20 8.52
17 C 3.31 8.47 8.55
18 C 1.86 7.26 3.53
19 C 0.56 8.15 3.82
20 C 0.22 9.03 2.62
21 C 1.06 10.37 2.63
22 C 3.49 4.99 3.61
23 C 4.48 4.16 4.41
24 C 5.90 4.10 3.80
25 C 6.69 2.73 3.97
26 H -1.55 2.33 2.79
27 H -1.88 3.47 4.07
28 H -2.14 1.87 4.43
29 H 0.29 1.29 4.44
30 H -0.27 2.29 5.60
31 H 1.18 3.43 3.05
32 H 1.94 2.87 4.45
33 H 0.43 4.79 5.67
34 H -0.05 5.24 3.97
35 H 3.70 6.65 6.11
36 H 2.94 5.10 6.62
37 H 0.82 6.27 7.47
38 H 1.39 7.73 6.80
39 H 3.12 6.43 8.92
40 H 1.82 7.34 9.39
41 H 3.59 8.83 9.55
42 H 2.94 9.37 8.07
43 H 4.24 8.34 8.00
44 H 1.87 6.93 2.49
45 H 2.73 7.89 3.39
46 H 0.69 8.84 4.66
47 H -0.34 7.54 3.93
48 H -0.82 9.34 2.71
49 H 0.43 8.53 1.68
50 H 0.66 11.02 3.42
51 H 0.91 10.92 1.70
52 H 2.14 10.34 2.73
53 H 4.21 5.71 3.21
54 H 2.87 4.69 2.78
55 H 3.99 3.20 4.55
56 H 4.71 4.46 5.43
57 H 6.50 4.98 4.04
58 H 5.70 4.14 2.73
59 H 6.49 2.53 5.02
60 H 7.76 2.80 3.78
61 H 6.25 1.93 3.37
62 C -0.75 4.68 -8.78
63 C -1.70 3.94 -7.69
64 C -1.99 2.43 -7.99
65 C -0.77 1.54 -8.08
66 P -1.12 -0.25 -8.27
67 C 0.36 -1.25 -7.82
68 C 0.14 -2.75 -7.28
69 C 1.37 -3.59 -7.08
70 C 2.18 -3.44 -5.77
71 C -2.48 -0.57 -7.24
72 C -2.28 0.01 -5.75
73 C -3.64 0.26 -5.03
74 C -3.54 0.46 -3.47
75 C -1.68 -0.57 -9.94
76 C -1.94 -2.04 -10.21
77 C -2.76 -2.48 -11.42
78 C -4.20 -1.93 -11.57
79 H 0.22 4.30 -9.12
80 H -0.60 5.66 -8.32
81 H -1.33 4.84 -9.68
82 H -2.66 4.42 -7.49
83 H -1.22 3.81 -6.72
84 H -2.56 2.48 -8.92
85 H -2.74 2.09 -7.27
86 H -0.03 1.80 -7.32
87 H -0.34 1.70 -9.06
88 H 1.02 -0.58 -7.27
89 H 0.79 -1.27 -8.82
90 H -0.64 -3.16 -7.92
91 H -0.31 -2.68 -6.29
92 H 2.08 -3.31 -7.86
93 H 0.97 -4.60 -7.16
94 H 3.12 -4.00 -5.74
95 H 1.58 -3.70 -4.90
96 H 2.27 -2.37 -5.61
97 H -2.59 -1.64 -7.06
98 H -3.34 -0.12 -7.73
99 H -1.71 0.94 -5.77
100 H -1.73 -0.73 -5.18
101 H -4.38 -0.52 -5.19
102 H -4.18 1.09 -5.48
103 H -3.87 1.41 -3.06
104 H -2.55 0.23 -3.06
105 H -4.19 -0.29 -3.03
106 H -0.92 -0.17 -10.61
107 H -2.48 0.13 -10.19
108 H -2.48 -2.53 -9.40
109 H -0.99 -2.56 -10.39
110 H -2.85 -3.56 -11.37
111 H -2.32 -2.17 -12.37
112 H -4.87 -2.51 -10.93
113 H -4.46 -1.98 -12.62
114 H -4.28 -0.88 -11.30
115 C -2.39 -3.62 12.85
116 C -1.37 -4.67 12.46
117 C 0.07 -4.27 12.87
118 C 0.71 -3.32 11.82
119 P 1.92 -4.14 10.71
120 C 3.01 -5.41 11.61
121 C 4.42 -5.60 11.07
122 C 5.25 -6.35 12.07
123 C 4.69 -7.67 12.45
124 C 0.98 -5.15 9.34
125 C -0.07 -4.26 8.69
126 C -1.07 -4.97 7.76
127 C -2.47 -4.29 7.92
128 C 3.03 -2.80 9.89
129 C 3.91 -3.12 8.69
130 C 3.37 -2.98 7.31
131 C 4.31 -3.68 6.31
132 H -2.10 -2.70 12.34
133 H -2.46 -3.58 13.93
134 H -3.38 -3.87 12.49
135 H -1.36 -4.88 11.39
136 H -1.63 -5.65 12.86
137 H 0.60 -5.21 13.00
138 H 0.03 -3.77 13.84
139 H 1.38 -2.61 12.32
140 H 0.06 -2.79 11.12
141 H 2.39 -6.30 11.75
142 H 3.22 -5.06 12.62
143 H 4.92 -4.65 10.93
144 H 4.43 -6.06 10.08
145 H 5.48 -5.78 12.97
146 H 6.25 -6.47 11.65
147 H 3.63 -7.63 12.69
148 H 5.14 -7.98 13.39
149 H 4.75 -8.36 11.61
150 H 0.54 -6.08 9.71
151 H 1.63 -5.50 8.53
152 H 0.39 -3.46 8.10
153 H -0.61 -3.88 9.56
154 H -1.00 -6.03 8.00
155 H -0.72 -5.09 6.74
156 H -2.82 -4.29 8.95
157 H -3.11 -4.96 7.34
158 H -2.41 -3.29 7.50
159 H 3.57 -2.54 10.80
160 H 2.34 -1.95 9.92
161 H 4.36 -4.11 8.74
162 H 4.71 -2.38 8.67
163 H 3.20 -1.91 7.13
164 H 2.34 -3.28 7.15
165 H 5.30 -3.40 6.66
166 H 4.22 -3.50 5.24
167 H 4.23 -4.77 6.40
168 C -11.89 -10.09 -1.39
169 C -10.92 -9.15 -2.05
170 C -11.03 -7.76 -1.39
171 C -9.73 -7.20 -0.79
172 P -9.59 -5.45 -0.12
173 C -9.68 -4.27 -1.54
174 C -9.02 -4.84 -2.89
175 C -9.85 -5.75 -3.91
176 C -9.37 -5.34 -5.33
177 C -7.86 -5.22 0.70
178 C -6.53 -5.72 0.03
179 C -5.75 -4.69 -0.71
180 C -4.61 -5.22 -1.50
181 C -10.99 -5.25 1.17
182 C -11.16 -6.31 2.20
183 C -12.36 -6.00 3.14
184 C -13.78 -5.87 2.47
185 H -12.89 -9.85 -1.75
186 H -11.88 -10.02 -0.30
187 H -11.50 -11.02 -1.81
188 H -11.23 -9.07 -3.09
189 H -9.87 -9.44 -2.04
190 H -11.87 -7.72 -0.70
191 H -11.39 -7.11 -2.19
192 H -8.91 -7.29 -1.50
193 H -9.36 -7.80 0.04
194 H -9.20 -3.32 -1.30
195 H -10.72 -4.00 -1.71
196 H -8.18 -5.49 -2.65
197 H -8.53 -3.96 -3.31
198 H -10.94 -5.69 -3.85
199 H -9.66 -6.77 -3.60
200 H -9.98 -4.52 -5.70
201 H -9.62 -6.08 -6.10
202 H -8.31 -5.11 -5.39
203 H -7.95 -5.75 1.64
204 H -7.63 -4.24 1.10
205 H -6.80 -6.49 -0.69
206 H -5.90 -6.18 0.80
207 H -5.37 -3.96 0.00
208 H -6.38 -4.24 -1.47
209 H -3.88 -4.47 -1.80
210 H -4.96 -5.78 -2.36
211 H -4.01 -5.97 -0.99
212 H -11.91 -5.02 0.62
213 H -10.76 -4.26 1.55
214 H -10.19 -6.23 2.68
215 H -11.13 -7.31 1.78
216 H -12.06 -5.02 3.50
217 H -12.42 -6.63 4.03
218 H -13.91 -5.10 1.70
219 H -14.55 -5.68 3.22
220 H -14.04 -6.69 1.80
221 C 2.84 8.48 -4.36
222 C 3.43 7.01 -4.35
223 C 4.65 6.90 -5.20
224 C 5.06 5.45 -5.56
225 P 6.64 5.14 -6.27
226 C 6.77 6.27 -7.71
227 C 8.04 5.94 -8.72
228 C 8.00 6.80 -10.04
229 C 9.40 6.82 -10.75
230 C 6.63 3.34 -6.63
231 C 7.89 2.59 -6.97
232 C 7.82 1.11 -6.67
233 C 6.79 0.26 -7.40
234 C 8.02 5.60 -5.14
235 C 7.97 4.89 -3.78
236 C 9.33 4.66 -3.10
237 C 9.94 5.90 -2.34
238 H 1.77 8.36 -4.21
239 H 2.99 9.10 -5.24
240 H 3.16 8.87 -3.39
241 H 2.77 6.26 -4.77
242 H 3.63 6.61 -3.35
243 H 5.44 7.34 -4.59
244 H 4.52 7.59 -6.03
245 H 4.33 5.11 -6.30
246 H 5.02 4.86 -4.64
247 H 6.89 7.28 -7.33
248 H 5.89 6.21 -8.35
249 H 8.00 4.92 -9.08
250 H 8.97 6.15 -8.19
251 H 7.59 7.81 -9.93
252 H 7.33 6.42 -10.81
253 H 9.33 7.45 -11.63
254 H 9.76 5.84 -11.07
255 H 10.24 7.12 -10.13
256 H 5.80 3.20 -7.32
257 H 6.22 2.91 -5.72
258 H 8.72 3.03 -6.42
259 H 8.07 2.90 -8.00
260 H 7.83 0.96 -5.59
261 H 8.74 0.54 -6.80
262 H 6.90 -0.83 -7.40
263 H 6.70 0.60 -8.43
264 H 5.85 0.54 -6.94
265 H 8.00 6.66 -4.88
266 H 8.97 5.43 -5.66
267 H 7.48 3.92 -3.79
268 H 7.40 5.50 -3.07
269 H 9.93 4.17 -3.87
270 H 9.24 3.94 -2.29
271 H 10.83 5.84 -1.72
272 H 9.27 6.51 -1.73
273 H 10.19 6.60 -3.14

Molecular formula: C4H7NO
Method: DFT, wB97M-V/def2-TZVPD

Energy above the lowest of the compared OMol25 structures with the same formula, charge and spin = 5.492 eV
HOMO energy = -8.70 eV
Calculated total energy = -7794.1520 eV
Total charge = 0

CARTESIAN COORDINATES (ANGSTROEM)
1 C 0.57 -0.28 1.20
2 O 1.12 0.80 0.37
3 C 0.53 0.96 -0.79
4 C -0.51 -0.12 -0.91
5 N 0.17 -1.41 -1.01
6 C -0.36 -1.01 0.28
7 H 0.04 0.18 2.05
8 H 1.43 -0.85 1.56
9 H -1.12 2.38 -0.24
10 H -0.49 2.40 -0.67
11 H -1.43 0.02 -1.48
12 H 1.18 -1.27 -1.09
13 H -1.16 -1.62 0.68

Molecular formula: C9H20B2F2NO10Tl2
Method: DFT, wB97M-V/def2-TZVPD

Energy above the lowest of the compared OMol25 structures with the same formula, charge and spin = 0.000 eV
HOMO energy = -18.44 eV
Calculated total energy = -47746.1006 eV
Total charge = +3

CARTESIAN COORDINATES (ANGSTROEM)
1 Tl 1.28 2.96 0.53
2 Tl 1.17 -0.67 3.82
3 B 3.11 1.29 2.27
4 H 3.72 0.58 2.82
5 H 3.76 2.14 2.16
6 H 2.87 0.77 1.36
7 H 2.21 1.60 2.77
8 B -0.22 0.40 1.10
9 H 0.74 0.27 0.62
10 H -0.69 -0.55 1.29
11 H -0.17 0.96 2.02
12 H -0.78 0.94 0.35
13 C -0.86 4.12 5.31
14 C -0.19 3.34 4.07
15 O -0.10 4.00 3.01
16 O 0.12 2.14 4.23
17 H -0.72 3.45 6.16
18 H -1.90 4.34 5.04
19 H -0.58 5.12 5.62
20 C 3.40 -2.72 -2.03
21 C 3.88 -1.83 -3.21
22 O 3.77 -0.54 -2.63
23 C 2.82 -0.55 -1.73
24 O 2.37 0.40 -1.14
25 O 2.38 -1.84 -1.56
26 F 3.03 -1.97 -4.27
27 H 4.00 -2.83 -1.12
28 H 2.96 -3.70 -2.21
29 H 4.84 -2.13 -3.62
30 C -0.85 -3.22 -3.02
31 C -1.05 -2.16 -1.96
32 O -2.47 -2.24 -1.82
33 C -3.02 -2.84 -2.88
34 O -4.18 -2.77 -3.06
35 O -2.15 -3.54 -3.47
36 F -0.93 -0.96 -2.54
37 H -0.58 -4.16 -2.53
38 H -0.18 -2.87 -3.81
39 H -0.40 -2.11 -1.09
40 C -3.96 0.62 -0.33
41 N -4.72 1.60 -1.15
42 O -4.85 1.60 -2.39
43 O -5.36 2.47 -0.61
44 H -4.50 -0.32 -0.43
45 H -4.09 0.88 0.72
46 H -2.92 0.52 -0.65

Molecular formula: C3H4FI
Method: DFT, wB97M-V/def2-TZVPD

Energy above the lowest of the compared OMol25 structures with the same formula, charge and spin = 0.129 eV
HOMO energy = -9.10 eV
Calculated total energy = -13992.6353 eV
Total charge = 0
SMILES string = C/C=C(/F)I

CARTESIAN COORDINATES (ANGSTROEM)
1 C -0.37 0.05 0.18
2 C 1.16 -0.41 0.35
3 C 2.04 -0.90 1.27
4 F 3.30 -1.14 0.92
5 I 1.60 -1.33 3.28
6 H -0.87 0.11 1.14
7 H -0.86 -0.67 -0.46
8 H -0.34 1.03 -0.30
9 H 1.65 -0.29 -0.61

Molecular formula: C3H2BrO3S
Method: DFT, wB97M-V/def2-TZVPD

Energy above the lowest of the compared OMol25 structures with the same formula, charge and spin = 0.000 eV
HOMO energy = -5.63 eV
Calculated total energy = -90163.3517 eV
Total charge = -1
SMILES string = O=S(=O)([O-])C=C=CBr

CARTESIAN COORDINATES (ANGSTROEM)
1 O 2.27 -1.58 -1.49
2 S 2.50 -1.47 -0.06
3 O 3.54 -0.58 0.38
4 O 2.47 -2.70 0.69
5 C 0.96 -0.48 0.53
6 C -0.22 -0.45 -0.05
7 C -1.36 -0.20 -0.62
8 Br -2.85 -1.44 -0.06
9 H 0.92 0.17 1.45
10 H -1.71 0.36 -1.54

Molecular formula: C6H4ClN3O2
Method: DFT, wB97M-V/def2-TZVPD

Energy above the lowest of the compared OMol25 structures with the same formula, charge and spin = 2.154 eV
HOMO energy (spin up / spin down) = -8.43 / -9.20 eV
Calculated total energy = -27367.4277 eV
Total charge = 0

CARTESIAN COORDINATES (ANGSTROEM)
1 C 2.29 -1.41 0.51
2 C 1.37 -0.50 -0.46
3 C 0.01 -1.00 -0.11
4 C 1.52 0.95 -0.27
5 C -1.02 -0.13 0.05
6 C 0.36 1.66 -0.40
7 N 2.95 -2.11 1.16
8 N -0.86 1.18 -0.14
9 N -2.22 -0.53 0.53
10 O -2.80 -1.63 0.77
11 O -3.17 0.41 0.85
12 Cl 0.39 3.35 -0.65
13 H 1.76 -0.84 -1.44
14 H -0.04 -2.07 -0.41
15 H 2.40 1.34 -0.68
16 H -2.93 1.33 0.70

Molecular formula: C19H25Cl6N3O
Method: DFT, wB97M-V/def2-TZVPD

HOMO energy = -5.74 eV
Calculated total energy = -101757.5949 eV
Total charge = 0

CARTESIAN COORDINATES (ANGSTROEM)
1 Cl 1.70 1.87 -0.21
2 C 2.82 2.99 -2.63
3 Cl 4.29 2.08 -2.59
4 C 1.90 2.49 -3.65
5 O 1.74 1.28 -3.82
6 C 1.26 3.50 -4.49
7 Cl 0.31 2.96 -5.77
8 C 1.49 4.86 -4.31
9 Cl 0.77 6.04 -5.32
10 C 2.28 5.30 -3.22
11 Cl 2.52 6.99 -3.00
12 C 2.91 4.34 -2.36
13 Cl 3.95 4.94 -1.10
14 C 3.05 -1.61 0.60
15 C 2.26 -1.78 1.87
16 C 2.25 -3.22 2.38
17 N 0.86 -1.43 1.64
18 N 0.01 -2.42 1.40
19 N -1.16 -1.80 1.09
20 C -2.22 -2.72 0.63
21 C -2.45 -3.74 1.75
22 C -1.77 -3.43 -0.66
23 C -1.04 -0.45 1.11
24 C -2.24 0.47 0.88
25 C -1.88 1.93 1.11
26 C -3.38 0.12 1.85
27 C -2.71 0.33 -0.56
28 C 0.32 -0.17 1.34
29 C 1.08 1.03 1.31
30 H 4.11 -1.85 0.80
31 H 2.70 -2.33 -0.15
32 H 2.97 -0.60 0.21
33 H 2.63 -1.08 2.63
34 H 3.27 -3.58 2.54
35 H 1.66 -3.30 3.31
36 H 1.77 -3.89 1.66
37 H -3.12 -2.14 0.45
38 H -3.19 -4.48 1.44
39 H -1.52 -4.29 1.97
40 H -2.81 -3.24 2.65
41 H -2.52 -4.17 -0.95
42 H -1.65 -2.70 -1.48
43 H -0.83 -3.98 -0.50
44 H -1.10 2.25 0.43
45 H -2.78 2.55 0.95
46 H -1.55 2.08 2.14
47 H -3.75 -0.91 1.72
48 H -3.06 0.25 2.89
49 H -4.22 0.80 1.64
50 H -3.04 -0.69 -0.81
51 H -3.57 1.01 -0.70
52 H -1.90 0.62 -1.25
53 H 0.51 1.93 1.46
54 H 2.07 0.97 1.71